1.
Entry from the Open Molecules 2025 dataset: one molecule with the formula C19H22N4O2S (ωB97M-V with the def2-TZVPD basis set).

Atoms and positions in Å:
C1 -3.666 -1.436 -1.498
C2 -4.212 -0.115 -0.957
N1 -3.360 0.456 0.065
C3 -3.700 0.127 1.441
C4 -4.766 1.063 2.001
C5 -2.274 1.235 -0.141
O1 -1.606 1.663 0.784
C6 -1.839 1.511 -1.568
S1 -0.534 0.282 -1.952
C7 0.774 1.074 -1.114
N2 1.059 2.337 -1.250
C8 2.162 2.535 -0.465
C9 2.921 3.661 -0.184
C10 3.993 3.475 0.671
C11 4.261 2.216 1.208
N3 3.554 1.126 0.962
C12 2.539 1.306 0.137
N4 1.623 0.383 -0.295
C13 1.543 -0.972 0.074
C14 0.414 -1.451 0.714
C15 0.345 -2.781 1.092
C16 1.417 -3.617 0.839
C17 2.553 -3.144 0.202
C18 2.631 -1.816 -0.200
O2 3.669 -1.254 -0.867
C19 4.838 -2.013 -1.055
H1 -2.701 -1.289 -1.976
H2 -3.540 -2.152 -0.690
H3 -4.358 -1.851 -2.226
H4 -4.354 0.596 -1.774
H5 -5.192 -0.286 -0.504
H6 -2.790 0.224 2.037
H7 -4.041 -0.911 1.476
H8 -4.998 0.787 3.026
H9 -4.399 2.086 1.990
H10 -5.681 1.014 1.413
H11 -1.358 2.486 -1.625
H12 -2.609 1.408 -2.325
H13 2.682 4.623 -0.610
H14 4.630 4.307 0.933
H15 5.095 2.075 1.882
H16 -0.396 -0.770 0.924
H17 -0.534 -3.156 1.591
H18 1.376 -4.653 1.139
H19 3.372 -3.820 0.017
H20 5.545 -1.343 -1.542
H21 4.656 -2.878 -1.702
H22 5.254 -2.348 -0.101

Cartesian forces (eV/Å) of the 2 atoms listed first:
C -0.193 0.233 0.026
C 0.084 -0.227 -0.332

Output
E_LUMO = 0.024 Ha
2S+1 = 1
ΔE to the lowest compared entry with this formula, charge and spin = 111.5 kJ/mol
E_HOMO = -8.07 eV
Charge = 0

***

2.
Entry from the Open Molecules 2025 dataset: one molecule with the formula C19H22N4O4 (ωB97M-V with the def2-TZVPD basis set).

Atoms and positions in Å:
C1 4.588 3.171 2.822
N1 3.660 2.223 3.085
C2 3.156 1.225 2.205
O1 3.582 1.184 1.079
C3 2.011 0.197 2.491
C4 1.363 0.439 3.878
O2 1.175 1.556 4.245
N2 1.281 -0.601 4.776
O3 0.932 -0.407 6.161
N3 2.440 -1.262 2.230
C5 3.709 -1.660 2.740
C6 1.711 -2.286 1.505
O4 1.780 -3.410 1.902
C7 0.655 -1.828 0.525
C8 1.212 -1.251 -0.709
C9 0.272 -0.908 -1.671
C10 -1.176 -1.140 -1.540
C11 -2.057 -0.707 -2.561
C12 -3.226 0.046 -2.112
C13 -4.138 0.504 -3.076
C14 -3.900 0.325 -4.494
N4 -4.620 1.065 -5.413
C15 -5.930 1.613 -5.236
C16 -2.624 -0.355 -4.907
C17 -1.776 -0.854 -3.915
C18 -1.613 -1.687 -0.300
C19 -0.762 -2.015 0.721
H1 5.041 3.625 3.808
H2 5.332 2.669 2.257
H3 4.083 3.992 2.270
H4 3.132 2.292 3.959
H5 1.208 0.323 1.769
H6 1.719 -1.505 4.494
H7 0.863 0.588 6.303
H8 3.734 -1.847 3.854
H9 4.484 -1.042 2.317
H10 3.931 -2.575 2.323
H11 2.299 -0.940 -0.688
H12 0.824 -0.311 -2.423
H13 -3.244 0.294 -1.115
H14 -4.937 1.036 -2.754
H15 -4.266 1.211 -6.347
H16 -6.208 2.018 -4.277
H17 -6.640 0.881 -5.441
H18 -5.997 2.449 -6.007
H19 -2.439 -0.601 -5.975
H20 -0.850 -1.322 -4.256
H21 -2.659 -1.980 -0.134
H22 -1.115 -2.429 1.633

Cartesian forces (eV/Å) of the 2 atoms listed first:
C 1.684 3.270 0.500
N -5.265 -5.348 2.390

Output
E_LUMO = 0.014 Ha
2S+1 = 1
ΔE to the lowest compared entry with this formula, charge and spin = 620.0 kJ/mol
E_HOMO = -7.32 eV
Charge = 0

***

Number 1: total energy -1504.93121 Ha, frontier orbital gap 8.72 eV. Number 2: total energy -1257.06103 Ha, frontier orbital gap 7.71 eV.